No. 1
Molecular formula: C25H38N4O3
Method: DFT, wB97M-V/def2-TZVPD

```
! RIJCOSX wB97M-V def2-TZVPD def2/J DEFGRID3
* xyz 0 1
C -2.00293 5.20175 4.86523
H -3.11706 0.63243 4.80481
H 2.91275 -3.56826 -2.82187
C 1.07986 2.15661 3.34353
C -0.53341 3.98793 3.75058
H -4.33825 1.02567 2.00826
H 0.15299 2.08169 -0.39291
H -0.43330 6.10052 5.97963
H -2.84633 5.70875 5.28967
H 5.04781 -4.29264 -7.18537
H 1.34077 2.19601 4.39006
C 2.47535 -3.75950 -4.93072
H -1.70188 1.62677 4.42691
H 1.67952 -4.21097 -5.53689
H 1.53859 -1.80506 -4.93679
C 2.49486 -2.25442 -5.20119
H -0.86697 3.73019 1.07915
H 2.89151 -0.93504 -6.88338
C -0.17262 3.01346 1.49349
H -3.45896 3.13768 5.93450
C -2.69328 1.31418 4.06334
C -3.06794 3.56619 3.18629
H 2.74751 -1.00623 -2.49419
H -3.88709 4.27842 3.04281
C 0.77310 -3.75646 -3.01678
C 1.65093 0.08418 -0.93482
O 4.03879 -2.56776 -7.05763
C 1.67213 1.23123 2.51424
H -3.89666 -1.73301 2.85202
C 0.26422 -0.52705 -1.23077
H -2.75761 3.19926 2.20818
H 1.99603 -2.42101 -7.30048
O 0.51556 -2.38696 -2.80410
C 0.41917 2.08766 0.65216
H -0.21888 -0.09496 -2.10287
H 4.62084 -3.92448 -4.77982
C 3.81673 -4.33665 -5.39263
H -1.94999 -0.35657 2.92554
H 3.29535 -4.44074 -7.48790
C -2.52459 0.55426 2.73486
H -4.90040 3.63686 5.01924
H 3.82691 -5.42322 -5.29223
C 0.13056 3.04916 2.84895
H 0.06601 -4.06280 -3.79367
H 3.28101 -1.79223 -4.60011
C -4.20198 2.81775 5.18827
H 1.87878 1.01930 -1.46120
H -1.95217 1.16330 2.03079
C -4.52232 -0.84426 2.76177
O 1.96283 0.20941 0.43103
C -1.92409 4.25473 3.86701
H -0.42789 -0.54432 -0.39225
C 2.20197 -4.09309 -3.46173
H -4.75670 1.97283 5.59688
N -0.74141 5.44910 5.27564
C 1.33695 1.17539 1.16031
N -3.76576 0.18869 2.08243
H -4.87446 -0.56388 3.76380
H 0.54154 -4.31645 -2.09814
H -5.38988 -1.09303 2.15164
C 2.31964 -1.17380 -1.51053
H 2.34895 -5.16609 -3.31672
H 2.40052 0.53030 2.89069
C 2.80362 -2.00383 -6.67701
C 4.06074 -3.96080 -6.85570
N -3.61793 2.42964 3.92281
H 3.05258 -1.62738 -0.84832
C 0.93742 -1.86779 -1.57248
H 0.81509 -2.61961 -0.78204
N 0.15321 4.71906 4.61669
*
```

The calculation puts the highest occupied orbital energy at -8.17 eV. The calculation puts the energy above the lowest of the compared OMol25 structures with the same formula, charge and spin at 55.59 kcal per mole.

***

No. 2
Molecular formula: C25H38N4O7P
Method: DFT, wB97M-V/def2-TZVPD

```
! RIJCOSX wB97M-V def2-TZVPD def2/J DEFGRID3
* xyz 1 1
H -0.89277 -3.00893 -1.05533
H 0.56332 -0.37170 -1.69409
C -5.88593 0.97399 1.18858
H 2.07968 1.12443 -0.38842
C -2.64524 1.08873 -1.65439
C 3.21980 1.62597 -2.13676
H 9.89114 1.87518 -1.75156
H -3.17934 1.00834 -2.60726
H 8.46881 -0.16819 -1.56290
C 1.74429 -1.93445 1.05802
O -7.88425 3.55517 2.56534
C 1.18273 -1.15703 -1.24960
C -0.54197 -1.67424 0.37742
H 2.80266 -0.77752 -2.51884
C 2.60260 -0.93979 1.81068
O -6.38932 -1.31959 1.14145
H 2.46637 1.45222 -2.91752
O 3.80268 -0.91807 1.81063
C 8.31957 0.57726 -2.33367
C 2.63031 -0.73177 -1.43788
N -1.03269 -1.50683 1.58377
H -5.64879 3.07470 1.34249
H -2.57802 -0.09544 0.15210
H 0.97734 -2.08390 -1.79506
C 6.98300 1.31953 -4.35903
H -2.46673 -4.27165 1.21662
H -0.95327 -0.34361 4.76500
H -1.45120 -1.02025 -2.33666
C 9.07747 1.66563 -2.43398
H 2.40155 0.51230 3.00757
H -3.52943 -1.62817 4.23922
C -7.54894 2.44092 2.23589
H -3.92138 -0.44505 -0.90990
H -0.42625 -1.01452 2.23504
C -2.49149 -1.61744 3.89090
H -1.65120 0.33723 3.28824
H -4.95609 0.77429 0.67370
H 2.38639 -2.62033 0.50526
O 1.82315 -0.10922 2.53433
C -2.85183 -0.22074 -0.89639
C -6.25558 2.20057 1.54276
H -1.97973 -2.41508 4.43563
C -6.74402 -0.20365 1.46323
H -9.34747 1.46052 3.01057
O 6.51401 -0.66893 -3.18989
C -2.43919 -3.83054 2.21352
H -1.58606 1.23991 -1.90689
H -8.64673 -0.84034 2.33846
H -2.82504 -2.06629 -2.02673
C -8.40992 1.25988 2.50817
C 2.91671 0.70376 -0.95845
C 7.21221 0.32020 -3.28675
P -2.67556 -2.03223 2.11598
O 3.22241 3.00009 -1.80599
H 7.58918 3.15383 -5.23224
C 7.73817 2.40955 -4.46055
H 3.34059 -1.44404 -1.01304
N -3.21386 2.20911 -0.89667
N 0.75842 -1.27137 0.17032
H -2.75489 3.07539 -1.15010
H 6.17147 1.10891 -5.04420
H 1.21973 -2.52057 1.81645
H -1.54690 -4.14994 2.75373
O 9.53140 3.66287 -3.59346
H -2.57023 0.36876 4.78346
H 4.18245 1.33699 -2.57775
H 3.78553 0.68276 -0.29429
H -3.32358 -4.18506 2.75444
N -1.36312 -2.24519 -0.58427
C 8.84621 2.67038 -3.50457
C -2.11237 -1.39321 -1.54912
H -3.02969 2.06591 0.09053
H 3.21233 3.10452 -0.85035
C -1.87675 -0.22882 4.19510
C -8.03683 0.03389 2.14995
*
```

The calculation puts the highest occupied orbital energy at -11.83 eV.

***

No. 3
Molecular formula: C25H38N8OPPdSSe
Method: DFT, wB97M-V/def2-TZVPD

```
! RIJCOSX wB97M-V def2-TZVPD def2/J DEFGRID3
* xyz 3 1
H 0.07484 -2.36534 4.24921
P -1.08481 2.94247 0.31224
H 4.45401 -4.23790 -0.13266
H 4.99390 -3.55137 -3.67466
C -0.48655 -3.73371 -1.63050
H -1.06541 -3.26725 5.27552
H -0.24877 1.60613 -2.35852
H -4.42835 3.04833 1.50534
H -3.47966 1.43104 -0.36790
H -2.77525 2.72300 3.37789
C 2.80215 -0.37237 -1.32968
H -2.15356 0.34914 -0.77119
C -0.96722 -2.47546 4.53935
H 1.08957 5.38891 1.13559
C -2.42645 -4.03980 3.21483
C -2.03187 -2.05075 2.31592
H -0.34353 3.37947 -2.32085
H -1.51737 -4.01408 -1.46629
N 2.13462 0.36614 -0.41935
N -2.84085 -2.74009 1.49667
H 2.41159 -3.51783 1.04860
Pd 0.17366 0.02077 0.54484
H -2.03279 4.29646 3.04459
C 0.21535 -2.87295 -0.76479
N -0.35090 4.36080 -0.01416
Se -1.50822 -0.23758 2.19696
H -3.71939 4.65584 1.30698
C 2.59177 -3.22577 0.01971
C 1.03148 4.71803 0.27575
H -1.04716 2.82215 3.01493
C 4.07003 1.75637 -0.18096
C -0.93112 2.46547 -2.30145
H 1.46293 5.22782 -0.58782
H -1.29202 6.20060 0.46171
C -2.02433 3.23705 2.77692
C -2.66756 1.27171 -1.07344
C 2.76223 -2.56160 -2.74257
H 5.59898 -4.30265 -2.24889
O -0.01189 2.00865 0.90895
H 5.74318 1.28636 -1.44112
C 4.08810 -0.06279 -1.71925
C -3.44427 -2.21919 0.27662
H 4.59712 -0.64835 -2.47285
H -2.67293 -1.96361 -0.44820
C 4.73571 1.02717 -1.14444
C 2.03020 -1.58129 -1.82969
H -3.81455 3.55979 -0.07705
H 1.14624 -1.22018 -2.36337
N 4.87732 -3.73871 -2.68559
S 1.66357 -3.82935 -3.55720
H -4.10115 -2.98043 -0.13457
N -1.76219 2.41800 -1.09720
H 2.21239 1.93696 0.89461
H -2.18128 5.18022 -0.68805
H 4.53465 2.59748 0.31357
C 2.77353 1.39475 0.14864
H -3.09530 1.14641 -2.06722
H -4.02269 -1.32663 0.50591
C 3.84551 -3.32478 -2.01596
H -2.38018 -4.81773 3.95664
C 3.69963 -3.63590 -0.62281
H 1.61580 3.83116 0.48446
H -0.73741 6.03828 -1.21382
H -3.73376 -4.69881 1.55776
H -1.32741 -1.54299 4.96399
C -3.09162 -3.98164 2.03815
C 1.58386 -2.40757 -0.65350
H -1.57643 2.45220 -3.17864
N -1.77611 -2.83871 3.37272
N 0.35722 -1.95169 0.08706
N -2.33921 3.05001 1.35498
H -0.39028 -4.78329 -3.43436
C 0.15793 -4.13449 -2.75210
H 3.19003 -2.05973 -3.61384
C -3.64564 3.61160 0.99506
C -1.19166 5.50762 -0.37617
*
```

The calculation puts the highest occupied orbital energy at -15.56 eV. The calculation puts the energy above the lowest of the compared OMol25 structures with the same formula, charge and spin at 0.72 kcal per mole.

***

Question: Among the records above, which one has the lowest highest occupied orbital energy?
Answer: C25H38N8OPPdSSe

***

Question: The lowest highest occupied orbital energy belongs to which entry?
Answer: C25H38N8OPPdSSe

***

Question: Which of these has the lowest highest occupied orbital energy?
Answer: C25H38N8OPPdSSe